ORCA calculation (ωB97M-V/def2-TZVPD) on 11 unconnected molecules or ions with the total composition C49H129N11O11.

Structure (XYZ):
```
200
C49H129N11O11, DFT ωB97M-V/def2-TZVPD
C -5.93734 -0.41744 -1.47613
C -6.76142 0.79489 -1.76574
C -6.23694 1.33668 -3.12875
C -8.26538 0.36692 -1.79504
C -9.12206 1.71013 -1.83746
C -8.90705 2.61929 -0.60631
C -7.42247 2.89783 -0.28885
C -6.99615 4.16903 -1.12545
C -7.33440 3.19888 1.22624
N -6.57968 1.70212 -0.62901
O -5.23067 1.91122 -0.24157
H -6.04886 -1.11832 -2.30344
H -4.86043 -0.29568 -1.35987
H -6.30636 -0.87373 -0.55758
H -5.15717 1.37140 -3.27352
H -6.70530 0.69915 -3.87862
H -6.55238 2.37236 -3.25522
H -8.35187 -0.23910 -2.69691
H -8.50275 -0.24608 -0.92555
H -8.90011 2.24546 -2.76064
H -10.12158 1.29559 -1.96870
H -9.35207 2.08085 0.23043
H -9.43169 3.51752 -0.93188
H -5.91552 4.30439 -1.08025
H -7.46937 5.06831 -0.73117
H -7.27802 4.01658 -2.16728
H -7.87147 4.10677 1.50084
H -6.30407 3.43522 1.49205
H -7.54390 2.34594 1.87176
H -5.34221 1.70848 0.69011
C 1.57284 7.60846 -8.14982
O 1.80195 6.25292 -7.64066
C 3.08092 5.75734 -7.97307
C 3.42621 4.38673 -7.22164
C 4.79649 3.97188 -7.60335
N 2.55477 3.28157 -7.66208
H 0.59185 7.96831 -7.83957
H 1.54238 7.56288 -9.23844
H 2.26063 8.40228 -7.85839
H 3.19852 5.57173 -9.04069
H 3.83617 6.46798 -7.63737
H 3.33387 4.39634 -6.13560
H 5.12239 3.25997 -6.84500
H 5.40218 4.87522 -7.67551
H 4.84151 3.52384 -8.59599
H 1.88958 3.71854 -8.28392
H 1.94303 3.01494 -6.90394
C -0.82737 -3.98346 11.07988
O -0.49756 -4.63720 9.86573
C -0.07982 -3.65959 8.88030
C 1.33058 -3.15310 9.10937
C 1.85884 -2.50308 7.81211
N 2.15650 -4.29853 9.30879
H -1.70652 -3.33959 11.05522
H -0.02039 -3.55084 11.67126
H -1.10613 -4.84728 11.68339
H -0.08036 -4.19109 7.92868
H -0.80372 -2.86752 8.68878
H 1.34597 -2.50097 9.98263
H 2.09910 -3.20467 7.01326
H 2.83330 -2.03575 7.95398
H 1.18480 -1.76447 7.37826
H 2.27005 -4.85713 8.47503
H 1.75107 -4.82636 10.06847
C 8.45462 1.98990 1.30970
O 7.67549 3.18083 1.23390
C 6.25423 3.08641 1.01181
C 5.57539 4.08709 2.01339
C 5.88103 3.83059 3.46514
N 4.12563 4.11574 1.99737
H 8.08387 1.29210 2.06052
H 9.46000 2.36251 1.50580
H 8.50569 1.43203 0.37467
H 5.98166 3.33241 -0.01449
H 5.85079 2.10652 1.26705
H 5.99670 5.04139 1.69728
H 6.95302 3.63326 3.46112
H 5.45817 2.88723 3.81064
H 5.59971 4.64566 4.13192
H 3.88003 4.44995 1.07645
H 3.79727 3.16661 1.89049
C -0.62417 -8.05918 -5.18792
O -1.01973 -8.16687 -3.81739
C -1.11269 -6.91548 -3.21643
C -1.31709 -7.04788 -1.67073
C -1.46491 -5.67342 -0.93548
N -0.23310 -7.86983 -1.15744
H 0.45901 -7.93797 -5.19936
H -1.03954 -7.22589 -5.75467
H -1.02066 -8.84989 -5.82484
H -0.27358 -6.27367 -3.48493
H -1.95552 -6.38011 -3.65359
H -2.28592 -7.54581 -1.63159
H -2.20191 -5.02293 -1.40642
H -0.54988 -5.08257 -0.89399
H -1.80016 -5.78691 0.09547
H -0.46963 -7.91185 -0.17642
H 0.67111 -7.42081 -1.12758
C -1.34032 2.85900 8.21594
O -0.91069 2.64762 6.86359
C 0.08770 3.64199 6.44211
C -0.51941 5.05983 6.04844
C -1.62842 5.02286 4.99253
N 0.56659 5.97558 5.68998
H -0.58012 3.06413 8.96968
H -1.91360 2.00967 8.58752
H -2.13011 3.60762 8.27814
H 0.99025 3.59034 7.05108
H 0.47613 3.20122 5.52399
H -0.99956 5.43182 6.95352
H -2.62528 4.83625 5.39197
H -1.33340 4.31343 4.21937
H -1.82557 5.97504 4.50000
H 1.07736 6.14274 6.54513
H 1.11247 5.38009 5.08376
C 1.49259 -0.64083 1.55033
O 1.47966 0.75428 1.09873
C 0.47432 0.96621 0.07452
C 0.76107 0.43337 -1.33088
C 2.14148 0.73521 -1.79384
N -0.18771 1.06549 -2.20936
H 0.63751 -0.95208 2.15038
H 2.37827 -0.71017 2.18191
H 1.65229 -1.37374 0.75950
H -0.50416 0.71808 0.48571
H 0.34414 2.04726 0.02445
H 0.63397 -0.64824 -1.37643
H 2.87766 0.13275 -1.26169
H 2.44185 1.75659 -1.56009
H 2.35803 0.59745 -2.85319
H -1.07784 0.97968 -1.73989
H -0.00981 2.05759 -2.14485
C -6.63230 -3.15518 8.06407
O -6.16743 -3.03760 6.71044
C -5.45472 -1.81839 6.47838
C -4.97219 -1.61059 5.06355
C -3.86121 -2.47202 4.64212
N -4.64529 -0.23648 4.91245
H -7.00062 -2.23560 8.51884
H -5.89144 -3.68507 8.66276
H -7.41417 -3.91455 8.07498
H -6.20559 -1.05214 6.67113
H -4.60129 -1.90645 7.15068
H -5.80416 -1.82426 4.39254
H -2.95928 -2.30846 5.23194
H -3.55570 -2.17025 3.64027
H -4.15944 -3.50750 4.80623
H -5.29622 0.34476 5.42092
H -3.78839 -0.08428 5.42494
C -1.72903 5.62830 -4.90996
O -0.69986 5.70473 -3.89127
C -0.60751 6.95265 -3.24604
C 0.02907 6.74574 -1.85132
C 0.20030 8.01071 -0.97370
N 1.37529 6.16068 -2.00996
H -1.79757 4.59231 -5.24178
H -1.48282 6.28008 -5.74821
H -2.75025 5.86213 -4.60905
H -0.01035 7.63226 -3.85401
H -1.61978 7.34604 -3.15294
H -0.61000 6.09832 -1.25086
H 0.82106 7.86554 -0.08957
H -0.80307 8.32291 -0.68409
H 0.64513 8.77857 -1.60666
H 1.38115 5.58423 -2.83927
H 2.00709 6.90587 -2.26612
C -0.46534 -3.03066 -7.46302
O 0.87038 -3.67977 -7.36457
C 1.79117 -2.69388 -7.03544
C 3.21802 -3.35219 -6.91740
C 3.76751 -4.03070 -8.19140
N 3.16708 -4.46200 -5.93632
H -0.72212 -2.43814 -6.58491
H -1.30265 -3.68202 -7.71348
H -0.46827 -2.23710 -8.21026
H 1.87523 -2.08932 -7.93852
H 1.42251 -2.09871 -6.19999
H 3.95599 -2.66298 -6.50690
H 4.82656 -4.27209 -8.10070
H 3.66537 -3.42699 -9.09318
H 3.09956 -4.86319 -8.41256
H 3.97797 -5.02579 -6.14779
H 2.40118 -5.05634 -6.21963
C 9.03821 -8.70798 -0.64136
O 8.21283 -7.54457 -0.68645
C 6.83733 -7.82797 -0.75376
C 5.98267 -6.53237 -1.04101
C 5.96912 -5.56438 0.20544
N 4.66165 -6.81990 -1.46426
H 9.06287 -9.16692 -1.62972
H 8.75309 -9.45067 0.10377
H 10.08790 -8.47518 -0.46239
H 6.64204 -8.52378 -1.56974
H 6.50375 -8.18019 0.22233
H 6.43535 -6.01884 -1.88923
H 6.95669 -5.12120 0.33349
H 5.69851 -6.10851 1.11030
H 5.24235 -4.76461 0.06305
H 4.68737 -7.75383 -1.84794
H 4.42150 -6.16647 -2.19601
```

Results
**E_LUMO**: 0.22 eV
**Frontier orbital gap**: 8.19 eV
**Highest occupied orbital energy**: -0.293 hartree
**Structure (SMILES)**: CC1(C)CCCC(C)(C)N1O.COC[C@H](C)N.COC[C@H](C)N.COC[C@H](C)N.COC[C@H](C)N.COC[C@H](C)N.COC[C@H](C)N.COC[C@H](C)N.COC[C@H](C)N.COC[C@H](C)N.COC[C@H](C)N
**Total charge**: 0

Atomic partial charges in e from the Löwdin method, atoms 1 to 4:
1 C -0.068
2 C -0.535
3 C -0.018
4 C -0.099


ORCA calculation (ωB97M-V/def2-TZVPD) on 2 unconnected molecules or ions with the total composition C5H11NO.

Structure (XYZ):
```
18
C5H11NO, DFT ωB97M-V/def2-TZVPD
C -0.07783 2.36880 -0.04046
N -1.13369 1.91324 0.45062
C -1.07685 0.53986 0.83021
C -1.66986 -0.44709 0.18243
C -1.19255 -1.89063 0.23006
C -0.08197 -1.98060 -0.81176
H 0.10064 3.41073 -0.23229
H 0.67635 1.69125 -0.46970
H -0.29242 0.42271 1.57266
H -2.54388 -0.31788 -0.44070
H -0.86255 -2.20831 1.22492
H -2.04443 -2.53714 0.01768
H -0.52506 -1.74025 -1.78036
H 0.30655 -3.00388 -0.83973
H 0.76080 -1.30543 -0.70411
O 3.65168 0.19401 -0.50629
H 3.87019 0.51092 0.37740
H 3.98816 -0.71119 -0.51042
```

Results
**E_LUMO**: 0.66 eV
**Frontier orbital gap**: 9.19 eV
**Highest occupied orbital energy**: -0.314 hartree
**Structure (SMILES)**: C=N/C=C/CC.O
**Total charge**: 0

Atomic partial charges in e from the Löwdin method, atoms 1 to 4:
1 C -0.065
2 N -0.019
3 C -0.184
4 C -0.121


ORCA calculation (ωB97M-V/def2-TZVPD) on a gas-phase ion, C7H17N3P (charge +1).

Structure (XYZ):
```
28
C7H17N3P, DFT ωB97M-V/def2-TZVPD
C 0.40399 -1.87860 1.45095
C -1.07825 -0.02041 1.70128
C 1.32559 0.27421 1.26437
C 1.43975 -1.30344 -0.63710
C -0.36017 1.40382 -0.20852
C -1.45157 2.40790 -0.29925
C 0.16743 -1.25908 -3.12954
N -0.88760 -1.30844 1.10811
N 1.38813 -1.05411 0.79073
N -0.05244 0.93541 1.14636
P -0.20415 -1.80852 -1.41641
H 0.60774 -1.88678 2.53182
H 0.47117 -2.89639 1.06678
H -2.07169 0.36178 1.45758
H -0.94366 -0.02716 2.79781
H 1.56038 0.25927 2.33430
H 2.04104 0.91252 0.74282
H 1.85729 -0.43921 -1.15364
H 2.12876 -2.14540 -0.79073
H 0.53823 1.61327 -0.76747
H -2.44396 1.95767 -0.24684
H -1.37864 2.92319 -1.25271
H -1.38910 3.15860 0.49955
H -0.56524 -1.68542 -3.81335
H 1.16585 -1.55952 -3.44540
H 0.09317 -0.17255 -3.18202
H -1.67129 -1.92912 1.25234
H -0.06314 1.74831 1.78418
```

Results
**E_LUMO (spin up / spin down)**: -4.59 / -3.55 eV
**Frontier orbital gap (spin up / spin down)**: 6.13 / 8.55 eV
**Highest occupied orbital energy (spin up / spin down)**: -0.394 / -0.444 hartree
**Total charge**: +1

Atomic partial charges in e from the Löwdin method, atoms 1 to 4:
1 C -0.229
2 C -0.134
3 C -0.116
4 C -0.396


ORCA calculation (ωB97M-V/def2-TZVPD) on 2 unconnected molecules or ions with the total composition C2H7N3O3.

Structure (XYZ):
```
15
C2H7N3O3, DFT ωB97M-V/def2-TZVPD
N 0.34931 0.64846 -2.07598
N 0.02106 0.23928 -0.84268
C 0.87772 -0.68871 -0.35121
O 1.75002 -1.14599 -1.09913
C 0.80803 -1.14361 1.10904
O 0.10636 -0.58927 1.92628
O 1.53367 -2.24582 1.32441
H -0.60458 0.92987 -2.44322
H 0.56940 -0.18194 -2.63020
H -0.71814 0.73819 -0.28041
H 1.95352 -2.36413 0.44563
N -1.57035 1.35640 0.87964
H -0.92630 1.90881 1.42404
H -2.42195 1.88920 1.05287
H -1.72776 0.64927 1.56093
```

Results
**E_LUMO**: 0.66 eV
**Frontier orbital gap**: 9.34 eV
**Highest occupied orbital energy**: -0.319 hartree
**Structure (SMILES)**: NNC(=O)C(=O)O.N
**Total charge**: 0

Atomic partial charges in e from the Löwdin method, atoms 1 to 4:
1 N 0.032
2 N -0.047
3 C -0.389
4 O 0.024


ORCA calculation (ωB97M-V/def2-TZVPD) on a molecular structure, C32H40N6OPtS.

Structure (XYZ):
```
81
C32H40N6OPtS, DFT ωB97M-V/def2-TZVPD
Pt 0.79227 0.44601 -0.11378
C 2.18441 -3.48285 1.79304
C 3.48852 -3.12498 2.09949
C 4.01141 -1.94711 1.59789
C 3.21460 -1.13803 0.79385
N 1.95687 -1.48968 0.51812
C 1.44754 -2.62485 0.99828
C 3.66009 0.15880 0.22813
C 5.01091 0.49208 0.16022
C 5.40855 1.72892 -0.31913
C 4.44643 2.64400 -0.72554
C 3.09788 2.31066 -0.68316
C 2.69580 1.06084 -0.23199
H 1.74212 -4.39648 2.16736
H 4.09468 -3.75878 2.73529
H 5.01985 -1.64277 1.84358
H 0.42024 -2.83833 0.72096
H 5.76239 -0.22412 0.47569
H 6.46075 1.97740 -0.37399
H 4.74509 3.62184 -1.08456
H 2.36058 3.03079 -1.01510
C -2.74924 1.58810 -2.69246
N -2.91865 1.97730 -1.29632
C -1.94401 2.42154 -0.50302
S -0.34393 2.71337 -1.05667
N -2.26213 2.65386 0.77308
C -3.59669 2.56254 1.33325
H -3.60897 0.98020 -2.96794
H -1.83998 1.00348 -2.80648
H -2.69896 2.46124 -3.34130
H -3.80917 1.78451 -0.87168
H -1.50722 2.99064 1.35764
H -4.27458 3.28009 0.86219
H -3.53073 2.79502 2.39340
H -4.00984 1.55618 1.22669
N -2.48095 1.74797 5.64210
C -1.98954 2.58383 4.65508
O -2.49681 3.69020 4.47483
C -0.91515 2.06939 3.81905
C -0.17294 2.97232 2.99605
C 0.69208 2.50172 2.06489
N 0.91108 1.14948 1.84481
C 0.31451 0.28780 2.75615
C -0.55389 0.69817 3.71569
H -3.10479 2.19286 6.29334
H -1.87867 1.03786 6.01915
H -0.32204 4.03895 3.11358
H 1.24790 3.17272 1.42562
H 0.55633 -0.76076 2.64571
H -1.00629 -0.05758 4.34799
C -2.88471 -1.25770 1.67097
C -2.38869 -1.62127 0.29561
C -2.94548 -2.68947 -0.40501
C -2.42287 -3.05409 -1.64078
C -3.02060 -4.21372 -2.39921
C -1.34707 -2.36800 -2.20302
C -0.76364 -1.25579 -1.55680
C -1.35060 -0.93348 -0.30019
N 0.25413 -0.42249 -1.94075
C 1.13321 -0.59862 -3.11007
C 0.41408 -1.08600 -4.38090
C 2.28797 -1.55420 -2.79814
C 1.68371 0.78465 -3.46509
H -3.97479 -1.28566 1.71442
H -2.54223 -0.27087 1.97932
H -2.51519 -1.97238 2.41026
H -3.77726 -3.24008 0.02261
H -3.80923 -4.69842 -1.82432
H -2.26212 -4.96248 -2.63501
H -3.44937 -3.87809 -3.34527
H -0.97836 -2.71773 -3.14909
H -1.02061 -0.03054 0.25762
H 0.31121 -2.16800 -4.42705
H 1.01888 -0.79113 -5.24136
H -0.57123 -0.62464 -4.48761
H 1.90334 -2.50126 -2.40683
H 2.96340 -1.11854 -2.05776
H 2.86451 -1.76157 -3.70508
H 0.91583 1.38746 -3.95729
H 2.53676 0.68738 -4.14326
H 2.00929 1.32035 -2.57996
```

Results
**E_LUMO (spin up / spin down)**: 0.19 / -0.27 eV
**Frontier orbital gap (spin up / spin down)**: 5.61 / 6.70 eV
**Highest occupied orbital energy (spin up / spin down)**: -0.199 / -0.256 hartree
**Multiplicity**: 3
**Total charge**: 0

Atomic partial charges in e from the Löwdin method, atoms 1 to 4:
1 Pt 1.159
2 C -0.050
3 C -0.050
4 C 0.003


ORCA calculation (ωB97M-V/def2-TZVPD) on a single C5H7NO molecule.

Structure (XYZ):
```
14
C5H7NO, DFT ωB97M-V/def2-TZVPD
C 1.42954 -0.22095 0.68377
C 0.51514 -1.20895 0.01726
C -0.77145 -1.03078 -0.28070
C -1.60047 0.21908 -0.06639
N -0.93469 1.48211 -0.29377
C 0.09660 1.88469 -0.76385
O 1.08184 2.38847 -1.16422
H 1.93264 -0.67970 1.53859
H 2.20494 0.13320 -0.00611
H 0.88185 0.64099 1.06482
H 0.96077 -2.17092 -0.23684
H -1.32462 -1.86474 -0.71082
H -2.00573 0.23813 0.95313
H -2.46637 0.18939 -0.73486
```

Results
**E_LUMO**: 0.87 eV
**Frontier orbital gap**: 10.49 eV
**Highest occupied orbital energy**: -0.354 hartree
**Structure (SMILES)**: C/C=C\CN=C=O
**Total charge**: 0

Atomic partial charges in e from the Löwdin method, atoms 1 to 4:
1 C -0.099
2 C -0.151
3 C -0.107
4 C -0.194


One value per record, in order, for energy above the lowest of the compared OMol25 structures with the same formula, charge and spin: 677.6, 262.9, 260.6, 142.3, 24.5, 87.1 kJ/mol.